#i
23
Properties=species:S:1:pos:R:3:nbo_charge:R:1 method="wB97M-V/def2-TZVPD" homo_ha=-0.3147 lumo_ev=0.44
B 1.2833 -0.6558 1.7435 1.078
C -0.6706 1.8812 -1.9269 -0.219
C 0.2731 2.7708 -1.3903 -0.208
C -0.8937 0.6677 -1.3343 -0.171
C 1.0175 2.2753 -0.3342 -0.249
C -0.1599 0.2193 -0.3061 -0.116
C 0.8801 1.0117 0.1562 0.293
C -0.3095 -1.0941 0.3189 -0.140
C -1.5805 -1.2427 1.1832 -0.622
C -0.0351 -2.2437 -0.5763 -0.634
O 1.5511 0.6331 1.3417 -0.715
O 1.9962 -1.2208 2.7366 -0.911
H -1.1474 2.1146 -2.9041 0.212
H 0.6711 3.7252 -1.8682 0.225
H -1.4929 0.0003 -1.8139 0.196
H 1.8364 2.9290 0.0026 0.219
H -1.4903 -0.6067 2.0715 0.212
H -1.7868 -2.2523 1.5130 0.214
H -2.3722 -0.8054 0.6036 0.200
H 0.9667 -2.2444 -1.0876 0.221
H -0.6557 -2.2343 -1.4407 0.195
H -0.3256 -3.1026 0.0095 0.216
H 2.4449 -0.5255 3.3022 0.505

#ii
23
Properties=species:S:1:pos:R:3:nbo_charge:R:1 method="wB97M-V/def2-TZVPD" homo_ha=-0.3220 smiles=CC1(C)B(O)Oc2ccccc21 lumo_ev=0.55
C 1.3556 -1.0972 1.3375 -0.579
C 1.0930 -0.3921 0.0335 -0.383
C 1.5532 -1.1388 -1.2337 -0.599
B 1.5847 1.1912 0.0516 1.140
O 2.8836 1.6973 -0.1680 -0.868
O 0.4747 2.0149 0.0965 -0.674
C -0.6276 1.2123 0.0652 0.298
C -1.9314 1.7431 0.0739 -0.252
C -2.9643 0.8327 -0.0487 -0.193
C -2.7700 -0.5564 0.0111 -0.238
C -1.4730 -1.0099 -0.0863 -0.201
C -0.4149 -0.1454 -0.0960 -0.057
H 1.0068 -2.1285 1.2911 0.198
H 0.8652 -0.5871 2.1441 0.209
H 2.3111 -1.1850 1.5721 0.208
H 1.1059 -2.1130 -1.4310 0.210
H 2.6341 -1.1761 -1.4137 0.220
H 1.1049 -0.5410 -2.0479 0.210
H 2.8318 2.6037 -0.2612 0.485
H -2.1194 2.7560 0.0854 0.218
H -3.9333 1.2075 0.1738 0.209
H -3.6139 -1.2084 -0.2095 0.219
H -0.9567 -1.9797 0.0604 0.218

Q: What are the energies relative to the best structure? A: #i 135.8; #ii 0.0, in kJ/mol.

#i
4
Properties=species:S:1:pos:R:3:nbo_charge:R:1 method="wB97M-V/def2-TZVPD" homo_ha=-0.3728 smiles="C=O" lumo_ev=0.85
C -0.5071 -0.0011 -0.0303 0.293
O 0.6796 -0.0256 0.0086 -0.477
H -1.4342 -0.7146 0.0630 0.103
H -0.9603 0.9258 0.0503 0.080

#ii
4
Properties=species:S:1:pos:R:3:nbo_charge:R:1 method="wB97M-V/def2-TZVPD" homo_ha=-0.3823 smiles="C=O" lumo_ev=0.57
C -1.0618 -0.2502 0.4947 0.263
O 0.0704 0.0484 0.0580 -0.494
H -1.6523 0.4885 0.9802 0.114
H -1.5293 -1.2029 0.3233 0.117

Q: What are the energies relative to the best structure? A: #i 41.9; #ii 0.0, in kJ/mol.

#i
21
Properties=species:S:1:pos:R:3:nbo_charge:R:1 method="wB97M-V/def2-TZVPD" homo_ha="-0.3028 / -0.2846" lumo_ev="0.35 / -0.47"
C 3.2350 0.3186 -0.1933 -0.291
C 2.3549 1.4298 -0.1428 -0.422
C 2.4889 -0.8085 0.0176 -0.084
C 1.1272 0.9138 0.1269 0.270
C -1.5488 -0.4592 -1.2601 -0.473
C 0.1417 -1.3346 0.6168 -0.179
C -1.2762 -0.9866 0.1432 -0.287
C -1.7604 0.3676 -0.0750 0.161
C -2.5995 1.4225 0.4884 -0.679
N 1.1823 -0.4334 0.2083 -0.428
H 4.2892 0.3615 -0.3943 0.221
H 2.6127 2.4599 -0.2843 0.227
H 2.7850 -1.8386 0.0730 0.207
H -0.7048 -0.2569 -1.9039 0.234
H -2.4095 -0.8396 -1.8054 0.211
H 0.1129 -1.3935 1.7167 0.197
H 0.3947 -2.3309 0.2356 0.208
H -1.9719 -1.7179 0.5529 0.217
H -3.5648 1.4552 -0.0238 0.221
H -2.1378 2.4037 0.3489 0.245
H -2.7509 1.2670 1.5548 0.224

#ii
21
Properties=species:S:1:pos:R:3:nbo_charge:R:1 method="wB97M-V/def2-TZVPD" homo_ha="-0.2300 / -0.2569" smiles="Cc1cc2c(n1C)=CCC=2" lumo_ev="0.34 / 0.56"
C 2.7886 -0.8232 0.0784 -0.647
C 1.3179 -0.6152 0.1121 0.181
C 0.3401 -1.5875 0.2491 -0.280
C -0.8531 -0.8340 0.1181 -0.198
C -0.5697 0.5053 -0.1023 0.226
N 0.7290 0.6605 -0.0221 -0.390
C 1.5123 1.8927 -0.0073 -0.413
C -2.2437 1.1950 0.0134 -0.310
C -3.1171 -0.0424 -0.0280 -0.559
C -2.1908 -1.1429 0.1228 -0.086
H 3.2685 0.1638 -0.1446 0.216
H 2.9500 -1.5235 -0.7639 0.234
H 3.1740 -1.1708 0.9354 0.224
H 0.4824 -2.6715 0.5238 0.233
H 2.1053 1.6770 0.9350 0.214
H 2.0728 1.8167 -1.0153 0.208
H 1.0214 2.8628 0.0904 0.240
H -2.4392 2.0067 -0.7077 0.179
H -3.5503 -0.1150 -1.0601 0.265
H -4.1279 -0.0353 0.5677 0.261
H -2.6706 -2.2191 0.1050 0.201

Q: What are the energies relative to the best structure? A: #i 13.4; #ii 0.0, in kJ/mol.